Record 1
# C39H61NO27

10 unconnected molecules or ions with the total composition C39H61NO27 in a non-equilibrium geometry (wB97M-V/def2-TZVPD, the Open Molecules 2025 dataset).

Summary:
SMILES: C[C@H]1COC(=O)O1.C[C@H]1COC(=O)O1.C[C@H]1COC(=O)O1.C[C@H]1COC(=O)O1.C[C@H]1COC(=O)O1.C[C@H]1COC(=O)O1.C[C@H]1COC(=O)O1.C[C@H]1COC(=O)O1.COC(=O)OC.CCCC#N
HOMO energy (eV): -9.95
ΔE to the lowest compared entry with this formula, charge and spin (kJ/mol): 0.0
Total charge: 0
LUMO (eV): -0.17
Orbital gap (eV): 9.775

```
128
Properties=species:S:1:pos:R:3:lowdin_charge:R:1
O -8.329 13.529 21.508 0.086
O -8.570 14.031 17.932 0.081
O -13.014 8.870 18.901 0.088
O -7.608 10.691 25.594 0.075
O -7.164 8.812 21.419 0.121
O -12.306 8.096 20.839 0.150
O -13.705 13.849 17.280 0.097
O -10.897 8.444 19.060 0.108
O -8.433 16.951 21.615 -0.004
O -14.557 13.537 19.374 0.120
O -9.306 11.553 21.194 0.132
O -9.263 11.926 18.319 0.134
O -6.255 9.029 26.158 0.124
O -7.274 18.363 20.373 -0.030
O -15.735 14.614 17.762 0.081
O -5.550 10.329 17.304 0.073
O -7.262 7.667 23.335 0.108
O -15.010 7.907 21.889 0.087
O -14.875 9.990 22.360 0.097
O -10.478 13.071 22.178 0.079
O -14.195 8.499 23.864 0.123
O -5.650 10.636 24.723 0.132
O -9.007 8.741 22.661 0.085
O -3.570 9.564 16.414 0.091
O -10.578 13.662 18.579 0.142
O -4.057 11.757 16.706 0.067
O -9.679 18.292 20.237 -0.015
N -5.508 16.065 18.076 0.159
C -9.277 12.732 21.596 -0.583
C -15.721 9.856 21.205 -0.060
C -9.668 16.349 22.123 -0.004
C -7.664 11.700 24.551 -0.029
C -6.151 11.787 24.142 -0.279
C -4.953 15.703 22.974 -0.081
C -9.523 13.110 18.257 -0.606
C -5.241 12.593 16.903 -0.023
C -15.581 14.852 16.413 -0.121
C -5.628 15.693 19.164 -0.202
C -10.606 10.988 21.264 -0.044
C -11.063 8.942 17.739 -0.069
C -6.255 11.781 19.145 -0.021
C -4.304 10.493 16.801 -0.573
C -7.782 8.408 22.397 -0.609
C -6.483 10.038 25.505 -0.626
C -9.021 15.338 18.034 -0.317
C -12.068 8.431 19.694 -0.580
C -6.206 11.581 17.640 -0.251
C -10.479 15.043 18.323 -0.040
C -11.354 11.983 22.106 -0.320
C -17.103 7.591 20.830 -0.001
C -15.773 8.380 20.812 -0.297
C -12.690 12.394 21.542 0.004
C -8.266 7.281 24.238 -0.071
C -10.785 7.811 24.224 -0.005
C -5.898 11.795 22.624 0.006
C -8.722 16.020 16.715 -0.002
C -8.505 17.921 20.763 -0.492
C -12.519 9.452 17.679 -0.247
C -5.767 15.287 20.615 -0.173
C -13.843 13.727 14.885 -0.015
C -14.601 13.982 18.222 -0.498
C -7.156 19.236 19.277 -0.045
C -14.621 8.789 22.759 -0.644
C -14.098 14.551 16.164 -0.329
C -9.366 8.312 23.950 -0.302
C -4.871 16.173 21.502 -0.218
C -12.507 10.955 17.746 -0.011
H -11.086 7.538 25.263 0.110
H -13.548 15.505 15.990 0.162
H -14.445 13.927 13.973 0.097
H -3.800 16.146 21.161 0.134
H -7.732 15.699 16.373 0.083
H -10.782 15.700 19.135 0.135
H -17.736 8.033 20.100 0.065
H -6.693 11.193 22.153 0.072
H -16.210 14.199 15.805 0.137
H -10.391 16.971 22.672 0.105
H -7.941 7.397 25.246 0.117
H -15.313 8.240 19.877 0.117
H -11.094 15.169 17.500 0.106
H -11.443 11.608 23.107 0.151
H -7.038 18.759 18.369 0.058
H -12.515 12.890 20.575 0.075
H -15.385 10.476 20.326 0.142
H -7.918 20.042 19.382 0.115
H -10.961 6.886 23.645 0.096
H -10.664 9.991 21.743 0.133
H -15.826 15.878 16.207 0.134
H -4.965 13.565 17.388 0.115
H -6.855 15.404 20.894 0.100
H -16.975 6.516 20.560 0.104
H -11.626 11.387 18.226 0.067
H -12.867 13.850 14.513 0.057
H -5.317 17.115 21.403 0.067
H -9.385 15.489 22.778 0.093
H -14.099 12.653 15.080 0.102
H -8.733 17.079 16.736 0.073
H -8.338 11.351 23.764 0.111
H -11.512 8.543 23.901 0.055
H -16.756 10.125 21.440 0.134
H -5.312 11.960 19.634 0.086
H -7.203 11.574 17.264 0.116
H -5.790 12.786 22.111 0.067
H -8.488 15.900 18.829 0.142
H -9.250 9.273 24.484 0.142
H -4.267 14.879 23.082 0.070
H -6.216 19.786 19.429 0.103
H -8.582 6.228 24.021 0.156
H -5.932 15.411 23.246 0.056
H -11.018 8.142 17.003 0.134
H -5.599 12.798 15.892 0.125
H -13.310 12.990 22.227 0.108
H -13.261 11.538 21.236 0.062
H -8.042 12.681 24.905 0.145
H -10.350 9.685 17.466 0.116
H -13.076 9.127 16.823 0.148
H -17.629 7.681 21.760 0.081
H -9.398 15.651 15.961 0.080
H -4.936 11.393 22.467 0.078
H -5.510 14.211 20.607 0.090
H -10.265 15.902 21.288 0.088
H -5.755 12.643 24.661 0.144
H -4.610 16.464 23.629 0.061
H -6.696 10.891 19.546 0.079
H -11.008 10.893 20.298 0.100
H -13.421 11.288 18.108 0.058
H -6.900 12.597 19.416 0.052
H -12.443 11.355 16.761 0.080
```

Record 2
# C3H12N2S

2 unconnected molecules or ions with the total composition C3H12N2S in a non-equilibrium geometry (wB97M-V/def2-TZVPD, the Open Molecules 2025 dataset).

Summary:
SMILES: CSC.NCN
HOMO energy (eV): -8.55
ΔE to the lowest compared entry with this formula, charge and spin (kJ/mol): 37.2
Total charge: 0
LUMO (eV): 0.88
Orbital gap (eV): 9.436

```
18
Properties=species:S:1:pos:R:3:lowdin_charge:R:1
S 0.450 -2.032 -0.916 0.713
N -1.947 2.746 -0.561 -0.011
N -1.266 1.805 1.665 -0.001
C 1.970 -1.597 -1.771 -0.446
C 1.211 -2.376 0.718 -0.418
C -1.772 1.600 0.319 -0.387
H 1.629 -1.484 1.159 0.029
H -1.128 3.310 -0.666 0.046
H 1.904 -3.192 0.536 0.027
H -2.645 3.344 -0.151 0.053
H -0.269 1.918 1.650 0.054
H -1.076 0.941 -0.227 0.082
H 0.432 -2.785 1.364 0.027
H 2.820 -1.699 -1.100 0.028
H 1.967 -0.567 -2.111 0.025
H -2.758 1.136 0.343 0.107
H -1.679 1.213 2.344 0.043
H 2.158 -2.282 -2.596 0.027
```

Record 3
# C5H8O3

A molecular structure, C5H8O3 in a non-equilibrium geometry (wB97M-V/def2-TZVPD, the Open Molecules 2025 dataset).

Summary:
HOMO energy (eV): -8.93
ΔE to the lowest compared entry with this formula, charge and spin (kJ/mol): 297.2
Total charge: 0
LUMO (eV): 0.47
Orbital gap (eV): 9.404

```
16
Properties=species:S:1:pos:R:3:lowdin_charge:R:1
O -0.395 1.950 0.037 0.036
O 1.986 -0.641 -1.125 0.054
O 1.157 -0.592 1.849 0.042
C -0.340 -0.759 -1.586 0.086
C -1.205 -0.310 1.508 0.001
C 0.250 -0.150 1.124 -0.483
C 0.572 1.011 0.230 -0.203
C 0.689 -0.364 -0.838 -0.319
H -1.382 -1.352 1.772 0.093
H 2.044 -1.112 -1.968 0.115
H 1.601 1.372 0.326 0.162
H -1.387 0.317 2.383 0.100
H -0.146 2.538 -0.683 0.117
H -0.205 -1.387 -2.458 0.070
H -1.887 0.026 0.729 0.068
H -1.354 -0.547 -1.301 0.061
```